{
  "formula": "C5H17N2O",
  "method": "ωB97M-V with the def2-TZVPD basis set",
  "elements": ["N", "C", "C", "C", "C", "C", "N", "H", "H", "H", "H", "H", "H", "H", "H", "H", "H", "H", "H", "H", "H", "H", "H", "H", "O"],
  "coordinates": [[-0.503, 0.986, 0.566], [0.684, 0.321, -0.156], [0.388, -1.153, -0.342], [0.030, -1.870, 0.970], [1.158, -1.853, 1.999], [0.951, 1.021, -1.534], [1.057, 2.471, -1.438], [-0.475, 0.889, 1.580], [-0.430, 1.970, 0.363], [-1.416, 0.626, 0.201], [1.560, 0.500, 0.465], [1.280, -1.614, -0.776], [-0.432, -1.270, -1.058], [-0.189, -2.908, 0.712], [-0.897, -1.441, 1.370], [1.418, -0.834, 2.313], [2.047, -2.338, 1.600], [0.844, -2.347, 2.917], [1.861, 0.600, -1.992], [0.157, 0.773, -2.244], [1.967, 2.797, -1.071], [0.810, 2.981, -2.301], [-3.819, 0.293, 0.083], [-3.184, -0.769, -0.818], [-2.969, -0.070, -0.191]],
  "nbo_charge": [-0.707, -0.025, -0.431, -0.405, -0.620, -0.322, -0.252, 0.465, 0.418, 0.488, 0.245, 0.254, 0.227, 0.259, 0.197, 0.177, 0.233, 0.259, 0.343, 0.262, 0.436, 0.448, 0.520, 0.514, -0.983],
  "gap_ha": [0.4224, 0.1984],
  "lumo_ev": [-7.24, -13.33],
  "spin_multiplicity": 2,
  "s2": 0.754,
  "relative_energy_ev": 1.183,
  "homo_energy_ev": [-18.74, -18.72],
  "charge": 2,
  "e_tot_ha": -384.7517
}